ORCA calculation (ωB97M-V with the def2-TZVPD basis set) on 2 unconnected molecules or ions with the total composition C3H8NS.

Element x y z (Å)
S 1.81 -1.34 1.11
H 2.55 -1.88 2.10
C 0.51 1.29 -0.20
C -0.17 0.25 -1.07
C -1.73 -0.76 0.29
N -1.58 0.06 -0.68
H 1.47 1.60 -0.62
H -0.14 2.18 -0.10
H 0.73 0.91 0.79
H 0.37 -0.70 -0.94
H -0.19 0.54 -2.12
H -2.74 -0.88 0.67
H -0.89 -1.26 0.78

* calculated total energy: -572.0508 a.u.
* net charge: -1
* HOMO-LUMO gap: 7.1 eV
* ΔE to the lowest compared entry with this formula, charge and spin: 0.746 eV
* largest force on an atom: 0.874 eV/Å

=====

ORCA calculation (ωB97M-V with the def2-TZVPD basis set) on 2 unconnected molecules or ions with the total composition C33H36ClF13N3O10PS in a non-equilibrium geometry.

Element x y z (Å)
C -1.67 4.21 -5.93
C -1.69 2.68 -6.31
O -1.47 1.86 -5.16
C -2.70 1.39 -4.58
C -2.67 -0.14 -4.18
C -1.22 -0.69 -3.89
C -0.75 -0.43 -2.39
C -1.51 -1.48 -1.49
C -0.95 -1.57 0.00
C -1.87 -2.71 0.61
C -1.44 -4.16 0.07
O -0.86 -4.92 1.18
C 0.33 -5.52 0.81
O 0.41 -6.55 0.22
C 0.56 -1.91 0.11
N 0.88 -1.37 1.45
P 0.75 -2.44 2.84
O 2.36 -2.57 3.34
Cl -0.19 -1.49 4.43
C 0.14 -0.15 1.45
N 0.59 0.87 2.17
C -0.20 2.11 2.19
C 0.61 3.41 1.82
C 1.07 4.25 3.05
F 1.59 3.34 3.97
F 0.05 4.89 3.71
C 2.30 5.23 2.75
F 2.74 5.62 4.00
F 3.32 4.51 2.20
C 1.89 6.54 1.95
F 0.60 6.47 1.45
F 1.80 7.54 2.90
C 2.94 7.07 0.90
F 4.21 7.03 1.39
F 2.68 8.42 0.77
S 2.86 6.36 -0.82
F 4.33 5.65 -0.58
F 2.15 4.98 -0.35
F 1.47 7.10 -1.17
F 3.69 7.67 -1.37
F 2.88 5.79 -2.34
O 1.71 0.63 2.90
C 2.89 1.07 2.24
O 3.72 1.57 2.93
C 3.21 0.91 0.74
C 4.55 0.44 0.41
C 4.94 0.30 -0.98
C 4.07 0.63 -2.09
C 2.72 1.07 -1.76
C 2.33 1.21 -0.37
N -1.00 -0.20 0.63
C -2.33 -0.16 1.31
O -3.31 0.10 0.61
O -2.46 -0.34 2.57
H -2.08 4.83 -6.77
H -0.60 4.53 -5.78
H -2.26 4.41 -5.00
H -2.58 2.39 -6.92
H -0.80 2.51 -6.98
H -2.86 1.99 -3.64
H -3.60 1.58 -5.22
H -3.23 -0.75 -4.93
H -3.27 -0.21 -3.24
H -0.46 -0.34 -4.64
H -1.28 -1.81 -4.04
H 0.36 -0.56 -2.39
H -1.08 0.60 -2.10
H -1.42 -2.47 -2.02
H -2.61 -1.24 -1.49
H -2.95 -2.62 0.31
H -1.81 -2.79 1.73
H -2.37 -4.72 -0.21
H -0.76 -4.10 -0.81
H 1.30 -5.03 1.11
H 1.12 -1.21 -0.58
H 0.95 -2.90 -0.21
H 2.58 -3.51 3.48
H -0.55 2.25 3.25
H -1.12 2.09 1.57
H 1.52 3.17 1.22
H -0.04 4.06 1.18
H 5.28 0.20 1.22
H 5.98 -0.03 -1.22
H 4.38 0.55 -3.16
H 1.99 1.31 -2.56
H 1.30 1.58 -0.15
C -4.20 -8.58 4.29
C -4.75 -8.38 3.10
C -3.94 -7.94 1.94
O -4.45 -7.76 0.85
C -2.49 -7.74 2.16
C -1.94 -7.94 3.35
C -2.75 -8.37 4.51
O -2.24 -8.56 5.60
H -4.77 -8.90 5.15
H -5.81 -8.52 2.92
H -1.91 -7.42 1.30
H -0.88 -7.79 3.53

* calculated total energy: -4693.4727 a.u.
* net charge: 0
* HOMO-LUMO gap: 7.1 eV
* largest force on an atom: 5.932 eV/Å

=====

ORCA calculation (ωB97M-V with the def2-TZVPD basis set) on a molecular structure, C37H25AsF5O2PtSeTe in a non-equilibrium geometry.

Element x y z (Å)
Pt 1.03 -0.74 0.60
C -3.32 -5.37 -1.28
C -2.52 -5.18 -0.16
C -1.76 -4.02 -0.04
C -1.78 -3.05 -1.03
C -2.59 -3.25 -2.15
C -3.35 -4.40 -2.28
As -0.79 -1.37 -0.90
C -0.05 -1.33 -2.70
C 0.40 -2.53 -3.25
C 1.03 -2.54 -4.49
C 1.21 -1.34 -5.18
C 0.78 -0.15 -4.62
C 0.15 -0.14 -3.38
C -2.23 -0.07 -0.92
C -2.82 0.43 -2.07
C -3.85 1.36 -1.98
C -4.28 1.80 -0.73
C -3.68 1.30 0.42
C -2.66 0.37 0.33
H -3.91 -6.27 -1.38
H -2.49 -5.93 0.62
H -1.14 -3.88 0.85
H -2.62 -2.50 -2.93
H -3.97 -4.54 -3.16
H 0.26 -3.46 -2.72
H 1.38 -3.47 -4.91
H 1.71 -1.34 -6.14
H 0.93 0.79 -5.14
H -0.13 0.82 -2.94
H -2.48 0.10 -3.05
H -4.29 1.76 -2.88
H -5.07 2.53 -0.66
H -4.00 1.65 1.40
H -2.18 0.01 1.22
Te 3.37 -0.49 1.69
C 4.55 0.56 0.27
C 4.08 1.20 -0.88
C 4.97 1.85 -1.74
C 6.33 1.86 -1.47
C 6.81 1.22 -0.33
C 5.92 0.58 0.53
H 3.01 1.20 -1.11
H 4.58 2.34 -2.62
H 7.02 2.36 -2.15
H 7.87 1.21 -0.11
H 6.31 0.08 1.41
O 0.27 2.51 -1.92
C 0.45 1.97 -0.84
O 1.03 0.82 -0.76
C -0.10 2.67 0.39
C 0.15 2.26 1.70
C -0.41 2.95 2.77
C -1.23 4.04 2.55
C -1.48 4.46 1.25
C -0.91 3.78 0.18
H 0.80 1.42 1.89
H -0.19 2.62 3.79
H -1.67 4.58 3.39
H -2.11 5.32 1.07
H -1.09 4.09 -0.84
F -0.22 1.40 7.14
C -0.08 0.59 6.08
C 1.15 0.03 5.79
F 2.19 0.29 6.59
C 1.28 -0.81 4.70
F 2.48 -1.38 4.51
C 0.22 -1.11 3.86
Se 0.35 -2.32 2.37
C -1.01 -0.54 4.19
F -2.10 -0.78 3.46
C -1.16 0.29 5.29
F -2.36 0.83 5.57

* calculated total energy: -7099.4122 a.u.
* net charge: -1
* HOMO-LUMO gap: 6.4 eV
* ΔE to the lowest compared entry with this formula, charge and spin: 0.147 eV
* largest force on an atom: 1.009 eV/Å

=====

ORCA calculation (ωB97M-V with the def2-TZVPD basis set) on a gas-phase ion, C8H18ClN2 (charge +1) in a non-equilibrium geometry.

Element x y z (Å)
C 2.61 0.50 0.15
C 2.29 -0.90 0.66
C 1.44 1.37 0.65
C 1.08 -1.54 0.01
C 0.09 0.99 0.09
C -0.23 -0.84 0.35
C -1.65 -2.61 -0.85
C -2.13 1.93 -0.33
N -1.36 -1.20 -0.36
N -0.95 1.84 0.57
Cl -0.49 -0.75 2.26
H 3.55 0.95 0.48
H 2.73 0.48 -0.88
H 3.15 -1.49 0.77
H 1.84 -0.88 1.63
H 1.51 1.36 1.81
H 1.56 2.59 0.53
H 1.03 -1.35 -1.05
H 1.20 -2.55 0.20
H 0.10 0.98 -0.95
H -1.81 -3.23 0.04
H -2.45 -2.38 -1.57
H -0.78 -3.13 -1.31
H -2.05 0.97 -0.98
H -3.12 1.87 0.17
H -2.12 2.73 -1.00
H -2.19 -0.95 0.16
H -1.24 1.31 1.47
H -0.61 2.76 0.83

* calculated total energy: -885.0031 a.u.
* net charge: +1
* structure (SMILES): CN[C@@]1(Cl)CCCC[C@@H]1[NH2+]C
* HOMO-LUMO gap: 10.1 eV
* ΔE to the lowest compared entry with this formula, charge and spin: 0.981 eV
* largest force on an atom: 4.314 eV/Å

=====

ORCA calculation (ωB97M-V with the def2-TZVPD basis set) on 2 unconnected molecules or ions with the total composition C28H28N2O4 in a non-equilibrium geometry.

Element x y z (Å)
C -3.38 1.67 3.79
C -3.13 0.60 2.74
N -2.08 -0.35 3.14
C -2.50 -1.56 3.87
C -2.63 -2.77 2.97
C -0.74 0.11 3.09
C 0.32 -0.82 3.16
N 1.67 -0.49 3.16
C 2.15 0.80 3.18
C 3.49 1.06 3.22
C 4.40 0.02 3.23
C 3.93 -1.29 3.23
C 2.59 -1.52 3.20
O -0.52 1.32 2.96
H -4.07 2.43 3.44
H -3.78 1.24 4.71
H -2.45 2.17 4.05
H -4.04 0.04 2.51
H -2.80 1.06 1.81
H -1.79 -1.74 4.68
H -3.45 -1.36 4.37
H -2.89 -3.67 3.53
H -3.40 -2.61 2.21
H -1.70 -2.98 2.44
H 0.06 -1.86 3.19
H 1.43 1.60 3.16
H 3.85 2.08 3.24
H 5.46 0.22 3.23
H 4.63 -2.12 3.26
H 2.21 -2.53 3.19
C -5.71 0.78 -1.52
O -5.08 2.02 -1.31
C -3.71 1.96 -1.12
C -2.99 0.75 -1.02
C -1.63 0.76 -0.88
C -0.91 1.95 -0.81
C 0.54 1.97 -0.69
C 1.39 1.06 -1.23
C 2.84 1.10 -1.03
O 3.45 1.83 -0.28
C 3.42 0.10 -1.93
C 2.40 -0.53 -2.64
C 2.68 -1.48 -3.60
C 4.01 -1.78 -3.86
C 5.02 -1.15 -3.15
C 4.74 -0.22 -2.17
C 1.10 0.01 -2.21
O 0.03 -0.37 -2.63
C -1.63 3.15 -0.86
C -2.98 3.15 -1.02
H -6.76 0.96 -1.77
H -5.23 0.26 -2.35
H -5.65 0.18 -0.61
H -3.51 -0.18 -1.07
H -1.10 -0.17 -0.84
H 0.99 2.80 -0.17
H 1.87 -1.95 -4.13
H 4.24 -2.50 -4.62
H 6.05 -1.41 -3.36
H 5.52 0.26 -1.60
H -1.09 4.08 -0.77
H -3.52 4.08 -1.10

* calculated total energy: -1494.1814 a.u.
* net charge: 0
* HOMO-LUMO gap: 6.2 eV
* ΔE to the lowest compared entry with this formula, charge and spin: 3.341 eV
* largest force on an atom: 1.404 eV/Å

=====

Among the records above, which one has the lowest HOMO-LUMO gap? C28H28N2O4

=====

What did the fifth record say?
ORCA calculation (ωB97M-V with the def2-TZVPD basis set) on 2 unconnected molecules or ions with the total composition C28H28N2O4 in a non-equilibrium geometry.

Element x y z (Å)
C -3.38 1.67 3.79
C -3.13 0.60 2.74
N -2.08 -0.35 3.14
C -2.50 -1.56 3.87
C -2.63 -2.77 2.97
C -0.74 0.11 3.09
C 0.32 -0.82 3.16
N 1.67 -0.49 3.16
C 2.15 0.80 3.18
C 3.49 1.06 3.22
C 4.40 0.02 3.23
C 3.93 -1.29 3.23
C 2.59 -1.52 3.20
O -0.52 1.32 2.96
H -4.07 2.43 3.44
H -3.78 1.24 4.71
H -2.45 2.17 4.05
H -4.04 0.04 2.51
H -2.80 1.06 1.81
H -1.79 -1.74 4.68
H -3.45 -1.36 4.37
H -2.89 -3.67 3.53
H -3.40 -2.61 2.21
H -1.70 -2.98 2.44
H 0.06 -1.86 3.19
H 1.43 1.60 3.16
H 3.85 2.08 3.24
H 5.46 0.22 3.23
H 4.63 -2.12 3.26
H 2.21 -2.53 3.19
C -5.71 0.78 -1.52
O -5.08 2.02 -1.31
C -3.71 1.96 -1.12
C -2.99 0.75 -1.02
C -1.63 0.76 -0.88
C -0.91 1.95 -0.81
C 0.54 1.97 -0.69
C 1.39 1.06 -1.23
C 2.84 1.10 -1.03
O 3.45 1.83 -0.28
C 3.42 0.10 -1.93
C 2.40 -0.53 -2.64
C 2.68 -1.48 -3.60
C 4.01 -1.78 -3.86
C 5.02 -1.15 -3.15
C 4.74 -0.22 -2.17
C 1.10 0.01 -2.21
O 0.03 -0.37 -2.63
C -1.63 3.15 -0.86
C -2.98 3.15 -1.02
H -6.76 0.96 -1.77
H -5.23 0.26 -2.35
H -5.65 0.18 -0.61
H -3.51 -0.18 -1.07
H -1.10 -0.17 -0.84
H 0.99 2.80 -0.17
H 1.87 -1.95 -4.13
H 4.24 -2.50 -4.62
H 6.05 -1.41 -3.36
H 5.52 0.26 -1.60
H -1.09 4.08 -0.77
H -3.52 4.08 -1.10

* calculated total energy: -1494.1814 a.u.
* net charge: 0
* HOMO-LUMO gap: 6.2 eV
* ΔE to the lowest compared entry with this formula, charge and spin: 3.341 eV
* largest force on an atom: 1.404 eV/Å